Record 1
C5H10O2 | ωB97M-V/def2-TZVPD

Results
- strongest force on any atom (eV/A) = 0.4
- HOMO-LUMO gap (eV) = 10.425
- E (Ha) = -346.96817
- energy above the lowest of the compared OMol25 structures with the same formula, charge and spin (kJ/mol) = 150.3
- lowest unoccupied orbital energy (eV) = 0.8748

Last column: Mulliken charge in e.
CARTESIAN COORDINATES (ANGSTROEM)
O 2.292 -0.046 1.166  -0.52
C 1.617 -0.619 0.058  -0.73
C 0.141 -0.375 0.279  0.39
C -0.302 1.078 0.115  -0.71
C -1.819 0.920 0.016  -0.41
O -2.054 -0.384 -0.518  -0.38
C -0.818 -1.060 -0.685  -0.62
H 3.151 0.278 0.885  0.31
H 1.937 -0.162 -0.892  0.36
H 1.825 -1.699 -0.009  0.29
H -0.095 -0.703 1.299  0.25
H 0.021 1.727 0.932  0.31
H 0.110 1.480 -0.821  0.31
H -2.289 1.665 -0.637  0.28
H -2.287 0.987 1.008  0.26
H -0.462 -0.964 -1.726  0.30
H -0.969 -2.123 -0.473  0.32

Record 2
C45H45N6O4S2Se2Ti | ωB97M-V/def2-TZVPD

Results
- strongest force on any atom (eV/A) = 1.8
- HOMO-LUMO gap (spin up / spin down) (eV) = 5.579 / 5.568
- E (Ha) = -8819.77825
- charge = +1
- lowest unoccupied orbital energy (spin up / spin down) (eV) = -3.7454 / -3.7487

Last column: Mulliken charge in e.
CARTESIAN COORDINATES (ANGSTROEM)
Ti -0.691 0.688 -0.671  -1.66
O -1.236 3.267 -4.250  -0.69
C -0.866 2.318 -5.140  0.46
C -0.857 2.689 -6.482  -0.75
C -0.464 1.792 -7.450  -0.31
C -0.061 0.500 -7.103  -0.84
C -0.091 0.116 -5.785  -0.69
C -0.503 1.007 -4.782  0.11
C -0.636 0.515 -3.413  1.37
O -0.934 1.347 -2.420  0.44
N -0.591 -0.763 -3.165  -1.16
N -1.002 -0.953 -1.862  1.88
C -1.632 -2.037 -1.579  -1.49
C -2.517 -2.122 -0.452  0.86
C -3.163 -3.325 -0.124  -0.60
C -4.218 -3.339 0.753  -0.97
C -4.677 -2.132 1.298  -0.42
C -4.059 -0.939 0.992  -0.78
C -2.947 -0.919 0.145  0.47
O -2.345 0.232 -0.131  -0.02
H -1.198 2.888 -3.364  0.29
H -1.170 3.695 -6.732  0.46
H -0.463 2.092 -8.491  0.40
H 0.255 -0.196 -7.868  0.43
H 0.204 -0.883 -5.492  0.46
H -1.626 -2.835 -2.318  0.40
H -2.812 -4.245 -0.579  0.49
H -4.716 -4.268 0.998  0.46
H -5.532 -2.133 1.963  0.47
H -4.420 0.010 1.372  0.53
S 0.968 2.677 -1.001  -0.53
C 2.277 1.577 -0.991  0.88
N 3.379 1.765 -1.667  -0.86
N 4.487 1.061 -1.291  -0.02
C 5.049 0.114 -2.149  0.43
C 6.143 -0.631 -1.705  -0.49
C 6.659 -1.635 -2.504  -0.50
C 6.099 -1.904 -3.749  -0.52
C 5.029 -1.145 -4.195  -0.67
C 4.498 -0.135 -3.403  -0.20
N 2.229 0.386 -0.284  -0.74
N 1.195 -0.317 -0.307  0.78
C 1.447 -1.561 0.395  -0.38
C 2.185 -1.555 1.577  0.53
C 2.452 -2.742 2.236  -0.69
C 2.015 -3.950 1.704  -0.74
C 1.330 -3.959 0.500  -0.77
C 1.039 -2.769 -0.152  -0.61
H 4.592 0.877 -0.307  0.30
H 6.579 -0.419 -0.734  0.37
H 7.507 -2.213 -2.153  0.37
H 6.500 -2.702 -4.362  0.39
H 4.593 -1.347 -5.166  0.38
H 3.655 0.458 -3.737  0.59
H 2.549 -0.613 1.968  0.50
H 3.016 -2.722 3.161  0.48
H 2.231 -4.879 2.217  0.46
H 1.046 -4.900 0.045  0.48
H 0.560 -2.791 -1.117  0.61
C -0.733 4.352 1.333  -1.24
Se -1.936 2.985 0.643  0.35
C -2.521 4.154 -0.843  -0.76
C -3.929 3.932 -1.364  -1.17
Se -4.358 2.182 -2.140  0.32
C -6.228 2.647 -2.414  -1.09
H -0.264 3.991 2.238  0.25
H -1.329 5.231 1.564  0.46
H 0.030 4.578 0.596  0.46
H -1.767 4.072 -1.621  0.27
H -2.480 5.161 -0.433  0.60
H -4.118 4.655 -2.156  0.55
H -4.654 4.084 -0.567  0.51
H -6.298 3.459 -3.133  0.31
H -6.667 2.946 -1.465  0.31
H -6.748 1.773 -2.796  0.35
O -0.400 0.580 1.557  0.53
S -0.184 0.010 2.954  0.79
C 0.357 1.458 3.921  -0.92
C 1.855 1.404 4.051  0.33
C 2.443 0.606 5.031  -0.27
C 3.823 0.534 5.140  -0.79
C 4.629 1.257 4.267  -0.48
C 4.049 2.045 3.283  -0.73
C 2.666 2.114 3.171  0.21
C -1.834 -0.295 3.672  -0.75
C -1.993 -1.759 4.008  0.59
C -2.481 -2.140 5.253  -0.83
C -2.634 -3.485 5.567  -0.71
C -2.296 -4.459 4.639  -0.74
C -1.802 -4.085 3.395  -1.10
C -1.645 -2.744 3.085  0.83
H -0.142 1.439 4.889  0.83
H 0.020 2.309 3.341  -0.50
H 1.815 0.046 5.718  0.41
H 4.272 -0.076 5.913  0.43
H 5.706 1.208 4.359  0.42
H 4.673 2.619 2.609  0.50
H 2.215 2.729 2.396  0.28
H -2.530 0.031 2.899  -0.07
H -1.966 0.321 4.559  0.68
H -2.749 -1.383 5.983  0.41
H -3.013 -3.769 6.541  0.41
H -2.413 -5.507 4.886  0.44
H -1.536 -4.840 2.664  0.50
H -1.245 -2.461 2.114  0.39

Record 3
C24H32N2O5 | ωB97M-V/def2-TZVPD

Results
- strongest force on any atom (eV/A) = 14.3
- HOMO-LUMO gap (eV) = 6.826
- E (Ha) = -1418.77497
- energy above the lowest of the compared OMol25 structures with the same formula, charge and spin (kJ/mol) = 1886.4
- lowest unoccupied orbital energy (eV) = 0.1539

Last column: Mulliken charge in e.
CARTESIAN COORDINATES (ANGSTROEM)
C -3.072 -3.596 -0.527  -1.62
H -3.483 -2.966 0.099  0.28
H -3.695 -4.151 -1.118  0.73
H -2.355 -4.257 -0.110  0.34
C -2.403 -2.921 -1.827  -0.09
C -3.512 -2.053 -2.439  -1.82
H -3.046 -1.472 -3.064  0.61
H -4.143 -2.631 -3.128  0.44
H -4.099 -1.307 -1.925  0.37
H -1.809 -3.450 -2.350  1.02
O -1.607 -1.569 -1.110  0.04
C -0.485 -2.132 -0.575  0.31
C -0.456 -2.430 0.947  -1.46
H -1.200 -2.887 1.426  0.41
H 0.483 -2.568 1.324  0.77
C -0.915 -0.910 1.756  -0.17
N -2.161 -0.702 1.318  0.73
C -3.163 -0.114 2.181  0.61
O -2.853 0.270 3.216  -0.58
C -4.523 0.179 1.544  -0.76
H -5.137 -0.766 1.549  0.28
O -4.573 0.347 0.172  -0.30
C -4.328 1.690 -0.405  -0.85
C -2.966 2.197 -0.144  0.89
O -2.684 3.327 0.071  -0.52
N -1.900 1.437 -1.000  -0.01
C -0.582 1.396 -1.018  1.24
C 0.121 2.588 -0.178  -0.76
C 1.385 2.473 -0.069  -0.40
C 2.231 1.709 -1.013  0.44
C 1.523 1.031 -2.027  0.12
C 0.106 0.814 -2.071  -2.16
H -0.349 0.224 -2.609  1.38
H 2.066 0.216 -2.705  0.17
O 3.522 1.677 -1.200  -0.53
C 4.390 2.452 -0.116  -1.07
C 4.276 1.416 0.961  -0.33
C 4.473 -0.023 1.088  0.31
C 5.744 -0.497 0.683  -0.78
C 5.852 -1.738 0.423  -0.06
C 4.967 -2.786 0.293  -0.72
C 3.462 -2.148 0.523  0.40
C 3.299 -0.939 0.659  0.04
H 2.341 -0.662 0.775  0.08
H 2.648 -2.812 0.059  0.13
H 5.203 -3.807 -0.148  0.32
H 7.057 -2.351 0.257  0.03
H 6.740 -0.032 0.855  0.32
H 3.291 1.631 1.479  0.31
H 4.872 1.843 1.882  0.40
H 5.394 2.247 -0.595  0.32
H 4.132 3.343 0.005  0.60
H 2.143 3.241 0.408  0.12
H -0.405 2.934 0.661  0.40
H -2.195 0.530 -1.375  -0.22
H -4.969 2.345 0.272  0.35
H -4.617 1.477 -1.590  0.19
H -5.069 0.999 1.941  0.45
H -2.414 -0.632 0.323  -0.55
H -0.643 -0.892 3.014  0.22
H -0.092 -0.188 1.156  -0.21
H -0.062 -3.234 -0.751  0.10
H 0.459 -1.521 -0.828  -0.28

Record 4
C40H40CsN11S2Sb2Se4 | ωB97M-V/def2-TZVPD

Results
- strongest force on any atom (eV/A) = 0.8
- HOMO-LUMO gap (eV) = 4.557
- E (Ha) = -13053.48140
- energy above the lowest of the compared OMol25 structures with the same formula, charge and spin (kJ/mol) = 87.5
- charge = -2
- lowest unoccupied orbital energy (eV) = 3.1188

Last column: Mulliken charge in e.
CARTESIAN COORDINATES (ANGSTROEM)
Cs 1.040 0.411 0.948  1.20
N 0.934 -3.418 -1.918  1.10
C 0.641 -2.184 -1.513  -0.63
N 0.829 -1.089 -2.193  -0.25
C 1.345 -1.184 -3.462  0.83
N 1.649 -0.178 -4.235  -1.03
N 1.450 1.120 -3.839  -0.14
C 1.751 1.492 -2.658  -0.63
C 1.574 2.899 -2.269  0.37
C 1.690 3.943 -3.188  -0.57
C 1.473 5.237 -2.757  -0.34
C 1.155 5.460 -1.424  -0.68
C 1.082 4.365 -0.577  -0.45
N 1.288 3.115 -0.982  -0.01
C 1.560 -2.528 -4.031  0.69
C 1.958 -2.741 -5.353  -0.36
C 2.192 -4.018 -5.818  -0.73
C 2.030 -5.114 -4.963  -0.33
C 1.624 -4.932 -3.661  -0.74
C 1.377 -3.635 -3.196  -0.20
H 0.811 -4.178 -1.215  -0.46
H 0.220 -2.141 -0.513  -0.06
H 2.121 0.806 -1.904  0.80
H 1.931 3.707 -4.214  0.43
H 1.546 6.066 -3.452  0.43
H 0.971 6.456 -1.044  0.40
H 0.831 4.488 0.472  0.45
H 2.081 -1.874 -5.987  0.45
H 2.502 -4.174 -6.845  0.37
H 2.220 -6.116 -5.328  0.38
H 1.487 -5.764 -2.982  0.50
C -3.175 -0.764 4.945  -1.03
C -2.405 0.484 4.756  1.04
N -1.703 1.100 5.658  -0.92
N -1.162 2.160 4.986  0.28
C -1.497 2.211 3.687  -0.19
S -1.041 3.329 2.519  -0.31
N -2.314 1.137 3.551  0.68
N -3.013 0.780 2.396  -0.54
H -3.173 -1.024 6.000  0.35
H -2.699 -1.563 4.368  0.12
H -4.198 -0.635 4.586  0.26
H -0.510 2.776 5.434  0.16
H -2.694 1.424 1.669  -0.29
H -2.642 -0.135 2.108  0.03
Se 1.423 -4.152 4.511  -0.78
Sb 1.026 -3.495 2.209  0.65
Se -0.926 -1.874 2.161  -0.90
Se 2.906 -2.275 1.163  -0.90
Se 0.304 -5.322 0.705  -0.82
C -4.877 -2.772 0.710  -1.31
C -4.170 -2.416 -0.556  0.59
C -4.620 -2.042 -1.812  -0.72
C -3.449 -1.787 -2.555  0.21
N -2.372 -1.997 -1.815  -0.52
N -2.831 -2.388 -0.619  0.78
C -3.315 -1.315 -3.966  -0.87
H -5.681 -3.486 0.524  0.37
H -5.309 -1.884 1.176  0.19
H -4.176 -3.214 1.418  0.32
H -5.646 -1.956 -2.136  0.39
H -2.175 -2.535 0.157  0.09
H -4.264 -0.922 -4.337  0.28
H -2.999 -2.122 -4.630  0.36
H -2.565 -0.524 -4.021  -0.01
S -2.435 1.043 -0.970  -0.06
Sb -3.374 3.006 -1.423  1.33
C -5.293 2.645 -2.242  0.34
C -5.683 1.316 -2.364  0.09
C -6.928 1.013 -2.900  -0.42
C -7.776 2.031 -3.311  -0.57
C -7.386 3.359 -3.186  -0.58
C -6.144 3.667 -2.650  -0.55
C -3.794 4.350 0.152  0.71
C -3.433 5.691 0.136  -0.24
C -3.757 6.508 1.212  -0.59
C -4.441 5.986 2.300  -0.51
C -4.796 4.644 2.320  -0.52
C -4.471 3.826 1.249  -0.89
C -2.383 4.011 -3.004  0.81
C -1.534 3.210 -3.762  -0.47
C -0.973 3.702 -4.933  -0.62
C -1.249 4.999 -5.339  -0.55
C -2.082 5.808 -4.576  -0.71
C -2.657 5.313 -3.414  -0.53
H -5.010 0.526 -2.039  -0.20
H -7.233 -0.022 -2.995  0.36
H -8.746 1.791 -3.729  0.37
H -8.051 4.153 -3.506  0.37
H -5.846 4.705 -2.549  0.27
H -2.862 6.097 -0.690  0.24
H -3.459 7.549 1.206  0.39
H -4.683 6.622 3.142  0.37
H -5.304 4.225 3.179  0.41
H -4.717 2.770 1.291  0.30
H -1.299 2.201 -3.434  0.24
H -0.309 3.065 -5.503  0.46
H -0.809 5.386 -6.251  0.36
H -2.294 6.823 -4.890  0.40
H -3.329 5.945 -2.844  0.34